Density functional theory data (ωB97M-V/def2-TZVPD) for a molecular structure, C6H16AlBaN2 at a distorted geometry.

Properties
**HOMO**: -0.3305 Eh
**Multiplicity**: 1
**E**: -615.15299 a.u.
**HOMO-LUMO gap**: 3.23 eV
**Charge**: +1

Geometry (Å):
C 2.513 -0.749 1.502
C 2.692 0.207 0.334
C 3.878 -0.136 -0.552
N 1.991 1.224 0.133
Al 0.238 1.425 -0.257
C -1.116 0.613 1.049
C -2.312 0.862 0.191
C -3.164 -0.345 -0.077
N -2.228 -1.242 -0.762
H 1.688 -0.421 2.133
H 3.425 -0.769 2.107
H 2.340 -1.772 1.147
H 4.767 -0.376 0.037
H 4.095 0.694 -1.221
H 3.632 -1.024 -1.147
H -0.216 0.501 -1.614
H -0.211 2.952 -0.408
H -0.901 -0.444 1.223
H -1.146 1.134 2.003
H -1.969 1.056 -0.859
H -2.896 1.737 0.476
H -3.961 0.043 -0.769
H -3.662 -0.861 0.744
H -2.501 -2.220 -0.805
H -2.054 -0.858 -1.646
Ba -2.920 -1.229 -2.963

Results of the Löwdin charge analysis, in e, for atoms 1 through 4: C -0.0556; C -0.5191; C -0.0593; N 0.0234

Density functional theory data (ωB97M-V/def2-TZVPD) for a gas-phase ion, C15H24N3O3 (charge +1) at a distorted geometry.

Properties
**HOMO**: -0.4007 Eh
**SMILES string**: C#CC[C@]1(C=C)NC(NCOC(C)=O)=[NH+][C@H]1CCCOC
**Relative energy (zero: lowest compared OMol25 entry of this formula, charge and spin)**: 16.178 eV
**Multiplicity**: 1
**E**: -975.21969 a.u.
**HOMO-LUMO gap**: 6.16 eV
**Charge**: +1

Geometry (Å):
C -1.277 -5.141 -0.192
C -0.354 -4.472 -0.871
C 0.520 -3.391 -1.727
C 0.250 -1.892 -1.134
C 0.797 -1.619 0.376
C 1.822 -2.538 0.911
N -1.276 -1.911 -1.025
C -1.570 -0.460 -0.897
N -2.242 0.091 0.117
C -2.497 1.572 0.125
O -3.488 2.011 1.085
C -3.152 1.607 2.434
C -1.645 1.605 3.043
O -4.130 1.203 3.167
N -0.954 0.140 -2.113
C 0.388 -0.616 -2.141
C 1.529 0.497 -1.861
C 1.020 1.731 -0.908
C 2.266 2.749 -0.567
O 3.143 2.243 0.473
C 2.557 2.367 1.796
H -2.199 -5.568 0.360
H 0.132 -3.465 -2.814
H 1.622 -3.719 -1.621
H 0.424 -0.741 1.036
H 1.447 -3.435 1.554
H 2.936 -2.322 0.715
H -1.674 -2.136 -1.957
H -2.535 -0.574 0.876
H -2.917 1.852 -0.928
H -1.481 2.100 0.222
H -1.090 2.550 2.678
H -1.064 0.681 2.642
H -1.639 1.502 4.201
H -1.459 -0.121 -2.982
H 0.630 -1.008 -3.209
H 2.471 0.078 -1.345
H 1.892 0.975 -2.859
H 0.249 2.386 -1.476
H 0.627 1.305 0.087
H 1.860 3.791 -0.233
H 2.802 2.922 -1.582
H 3.370 2.179 2.613
H 2.150 3.437 2.018
H 1.735 1.556 1.915

Results of the Löwdin charge analysis, in e, for atoms 1 through 4: C 0.0773; C -0.1067; C -0.1054; C -0.3425

Density functional theory data (ωB97M-V/def2-TZVPD) for a molecular structure, C21H45I2O7SSiSn.

Properties
**HOMO**: -0.6290 Eh
**Relative energy (zero: lowest compared OMol25 entry of this formula, charge and spin)**: 1.673 eV
**Multiplicity**: 1
**E**: -2850.34754 a.u.
**HOMO-LUMO gap**: 6.69 eV
**Charge**: +3

Geometry (Å):
Sn 0.365 -0.535 0.306
C -0.262 1.954 2.468
C -1.028 0.724 2.894
O -1.470 -0.033 1.752
C -2.675 0.368 1.071
C -2.404 1.358 -0.042
O -1.282 0.872 -0.801
C -0.808 1.788 -1.803
C 0.572 1.321 -2.220
O 1.396 1.009 -1.071
C 2.089 2.087 -0.395
C 1.238 2.654 0.717
O 0.681 1.545 1.452
H 0.276 2.383 3.315
H -0.912 2.725 2.048
H -1.874 0.989 3.529
H -0.386 0.042 3.454
H -3.385 0.786 1.787
H -3.105 -0.550 0.667
H -2.172 2.360 0.328
H -3.282 1.427 -0.689
H -0.799 2.799 -1.390
H -1.477 1.776 -2.666
H 1.077 2.063 -2.839
H 0.511 0.390 -2.784
H 2.367 2.855 -1.117
H 2.998 1.635 -0.003
H 0.417 3.273 0.349
H 1.855 3.263 1.382
I 2.585 -3.303 -0.410
C 3.720 -2.684 1.264
I 3.034 -0.894 2.189
H 4.733 -2.495 0.931
H 3.677 -3.466 2.012
C -2.601 -6.082 -2.447
C -3.117 -4.884 -3.223
C -3.838 -5.302 -4.536
C -2.043 -4.015 -3.773
O -3.999 -4.148 -2.405
Si -3.913 -2.557 -2.074
S -1.673 -2.435 -1.763
O -4.557 -2.112 -0.694
C -5.363 -2.759 0.379
C -6.344 -3.732 -0.245
C -6.080 -1.618 1.072
C -4.377 -3.462 1.293
O -4.088 -1.589 -3.329
C -5.242 -0.828 -3.867
C -4.979 -0.702 -5.354
C -6.515 -1.601 -3.582
C -5.233 0.518 -3.168
H -1.988 -6.724 -3.079
H -3.449 -6.661 -2.088
H -2.016 -5.759 -1.583
H -3.174 -5.825 -5.225
H -4.282 -4.440 -5.031
H -4.625 -5.993 -4.233
H -1.122 -4.481 -4.125
H -1.368 -3.540 -2.575
H -2.334 -3.113 -4.305
H -6.999 -3.233 -0.960
H -6.977 -4.151 0.538
H -5.832 -4.558 -0.736
H -6.768 -1.118 0.391
H -5.369 -0.886 1.456
H -6.656 -2.000 1.914
H -3.825 -4.231 0.751
H -4.908 -3.946 2.113
H -3.669 -2.751 1.726
H -4.994 -1.680 -5.836
H -4.014 -0.229 -5.537
H -5.751 -0.089 -5.818
H -6.473 -2.602 -4.015
H -7.371 -1.088 -4.021
H -6.696 -1.675 -2.507
H -4.303 1.051 -3.380
H -5.346 0.390 -2.089
H -6.060 1.132 -3.523

Results of the Löwdin charge analysis, in e, for atoms 1 through 4: Sn 1.2712; C -0.1187; C -0.1203; O -0.3124

Density functional theory data (ωB97M-V/def2-TZVPD) for 2 unconnected molecules or ions with the total composition C2H3Cl2O3 at a distorted geometry.

Properties
**HOMO (spin up / spin down)**: -0.4029 / -0.4039 Eh
**Relative energy (zero: lowest compared OMol25 entry of this formula, charge and spin)**: 0.000 eV
**<S²>**: 1.764
**Multiplicity**: 2
**E**: -1223.90574 a.u.
**HOMO-LUMO gap (spin up / spin down)**: 7.53 / 10.47 eV

Geometry (Å):
C -1.075 -0.632 1.009
C -0.183 0.132 0.018
O 0.875 -0.575 -0.126
O 2.249 1.153 -2.002
O 3.010 0.219 -1.834
Cl -1.149 0.428 -1.568
Cl 0.118 1.866 0.684
H -2.028 -0.150 1.237
H -1.284 -1.647 0.621
H -0.532 -0.793 1.959

Results of the Löwdin charge analysis, in e, for atoms 1 through 4: C -0.1260; C -1.2573; O 0.0422; O -0.0161

Density functional theory data (ωB97M-V/def2-TZVPD) for a single C7H8BrNO5 molecule at a distorted geometry.

Properties
**HOMO**: -0.3552 Eh
**SMILES string**: CC(=O)C[C@](Br)(C(=O)C(C)=O)[N+](=O)[O-]
**Relative energy (zero: lowest compared OMol25 entry of this formula, charge and spin)**: 0.000 eV
**Multiplicity**: 1
**E**: -3276.38681 a.u.
**HOMO-LUMO gap**: 9.38 eV

Geometry (Å):
C -2.034 -2.347 0.057
C -0.944 -1.344 0.242
O -1.042 -0.405 1.005
C 0.295 -1.524 -0.596
C 1.334 -0.485 -0.223
Br 2.903 -1.208 0.645
C 0.716 0.722 0.836
O 1.162 0.806 1.932
C -0.100 1.761 0.076
C -0.343 2.974 0.903
O -0.454 1.556 -1.057
N 1.826 0.277 -1.396
O 2.408 1.302 -1.140
O 1.634 -0.179 -2.494
H -1.640 -3.360 0.018
H -2.535 -2.141 -0.889
H -2.762 -2.260 0.861
H 0.676 -2.542 -0.491
H 0.031 -1.383 -1.652
H 0.628 3.425 1.120
H -0.777 2.668 1.855
H -0.983 3.687 0.389

Results of the Löwdin charge analysis, in e, for atoms 1 through 4: C 0.0152; C -0.3706; O 0.1156; C -0.1077

Density functional theory data (ωB97M-V/def2-TZVPD) for a gas-phase ion, C3O5S (charge -2) at a distorted geometry.

Properties
**HOMO (spin up / spin down)**: 0.1043 / -0.0167 Eh
**<S²>**: 2.008
**Multiplicity**: 3
**E**: -888.48982 a.u.
**HOMO-LUMO gap (spin up / spin down)**: 3.67 / 6.92 eV
**Charge**: -2

Geometry (Å):
C -0.304 0.720 -2.133
C -0.380 0.284 -0.949
C -0.481 0.916 1.783
O -0.427 1.307 -3.265
O 1.660 -1.377 -0.423
O -0.629 0.819 3.001
O -0.602 -1.788 0.484
O 0.758 -0.064 1.375
S 0.405 -0.818 0.127

Results of the Löwdin charge analysis, in e, for atoms 1 through 4: C -0.3854; C -0.2108; C -0.3192; O -0.1818